Entry 1:
Here is 2 unconnected molecules or ions with the total composition C6H11N3O in a non-equilibrium geometry from OMol25. Energies are from the ωB97M-V functional and the def2-TZVPD basis.

The SMILES is Cc1c[nH]cn1.CC(N)=O. The value obtained for the lowest unoccupied orbital energy is 0.6 eV. Its gap between HOMO and LUMO is 8.83 eV. The total energy is -474.7333 Eh.

XYZ file:
```
21
Properties=species:S:1:pos:R:3:lowdin_charge:R:1
C -0.935 1.993 -3.073 -0.059
C -0.145 2.069 -1.808 -0.359
C -0.304 1.296 -0.667 -0.055
N 0.570 1.883 0.225 0.029
C 1.461 2.683 -0.436 -0.178
N 0.950 2.898 -1.636 0.067
H -1.985 2.274 -3.007 0.068
H -0.756 0.929 -3.377 0.087
H -0.529 2.594 -3.885 0.066
H -0.988 0.564 -0.322 0.099
H 0.698 1.578 1.175 0.131
H 2.322 3.149 -0.085 0.092
C -1.054 -3.124 1.833 -0.010
C 0.071 -2.126 1.969 -0.581
N 1.370 -2.504 1.777 0.146
O -0.066 -0.995 2.429 -0.003
H -1.456 -3.337 2.860 0.105
H -0.957 -4.061 1.342 0.057
H -1.910 -2.592 1.371 0.090
H 2.065 -1.805 2.002 0.111
H 1.577 -3.368 1.314 0.093
```

---

Entry 2:
Here is a molecular structure, C37H27Cl2N9O2W in a non-equilibrium geometry from OMol25. Energies are from the ωB97M-V functional and the def2-TZVPD basis.

As for the total charge: +2. The value obtained for the lowest unoccupied orbital energy (spin up / spin down) is -7.5 / -7.5 eV. Its gap between HOMO and LUMO (spin up / spin down) is 5.57 / 5.56 eV. The total energy is -3056.3170 Eh.

XYZ file:
```
78
Properties=species:S:1:pos:R:3:lowdin_charge:R:1
W 0.267 -0.368 -0.018 1.982
Cl -5.744 -3.790 -0.428 0.744
C -4.177 -3.201 -0.789 -0.672
C -3.503 -2.453 0.152 -0.014
C -2.230 -1.977 -0.149 -0.204
N -1.409 -1.295 0.738 -0.033
C -1.854 -0.581 1.843 -0.421
O -2.982 -0.312 2.163 0.148
C -0.658 -0.083 2.631 -0.178
C -0.833 0.057 4.152 -0.061
C 1.098 0.678 4.994 -0.134
C 2.448 0.626 4.370 0.024
C 2.556 0.464 3.059 -0.041
N 1.377 0.454 2.258 -0.021
C -1.603 -2.240 -1.388 -0.200
C -2.304 -2.997 -2.330 -0.026
C -3.568 -3.470 -2.027 -0.661
Cl -4.390 -4.408 -3.205 0.748
N -0.297 -1.723 -1.476 -0.032
C 0.408 -1.753 -2.702 -0.391
O -0.088 -2.160 -3.722 0.115
C 2.325 -0.490 -1.518 -0.458
C 3.779 -0.137 -1.515 0.031
C 4.627 -0.977 -0.920 -0.040
C 4.126 -2.143 -0.212 -0.035
C 2.822 -2.266 0.077 -0.103
N 1.933 -1.282 -0.344 -0.112
H -3.963 -2.235 1.103 0.118
H -1.869 -0.019 4.468 0.166
H 1.140 1.063 6.008 0.153
H 3.335 0.694 4.987 0.130
H 3.489 0.385 2.518 0.123
H -1.882 -3.242 -3.288 0.105
H 4.092 0.739 -2.066 0.128
H 5.694 -0.807 -0.952 0.122
H 4.818 -2.893 0.145 0.120
H 2.423 -3.091 0.649 0.109
C 1.967 -0.234 -3.964 0.003
C 1.853 1.110 -4.036 -0.047
C 1.501 2.136 -3.053 0.022
C 1.210 1.828 -1.777 -0.222
N 1.365 0.555 -1.309 -0.112
C 1.853 -1.193 -2.792 -0.118
C 0.688 2.639 -0.643 -0.155
C 0.610 4.018 -0.517 0.043
C 0.252 4.555 0.710 0.009
C 0.039 3.734 1.819 0.042
C 0.123 2.373 1.632 -0.162
N 0.356 1.870 0.412 0.019
C 0.190 1.270 2.651 -0.173
C -0.023 1.378 4.166 -0.054
C 0.261 -0.674 4.962 -0.129
C 0.823 -1.870 4.265 0.037
C 0.942 -1.936 2.944 -0.029
N 0.574 -0.791 2.146 -0.117
H 2.174 -0.733 -4.903 0.127
H 2.018 1.515 -5.028 0.115
H 1.423 3.155 -3.408 0.120
H 2.482 -2.067 -2.989 0.171
H 0.863 4.663 -1.347 0.132
H 0.199 5.629 0.826 0.131
H -0.144 4.157 2.797 0.129
H -0.412 2.315 4.553 0.157
H -0.065 -0.942 5.963 0.154
H 1.106 -2.737 4.848 0.134
H 1.290 -2.805 2.411 0.106
C -3.701 1.143 -3.864 0.034
N -2.938 1.161 -2.618 -0.079
C -3.284 1.809 -1.459 0.002
C -2.328 1.501 -0.549 -0.085
N -1.390 0.670 -1.144 -0.053
C -1.810 0.489 -2.392 -0.096
H -4.352 2.012 -3.890 0.103
H -4.304 0.238 -3.919 0.106
H -3.020 1.183 -4.710 0.105
H -4.172 2.410 -1.378 0.141
H -2.278 1.803 0.482 0.112
H -1.338 -0.104 -3.159 0.147
```

---

Entry 3:
Here is C3H3NO2 in the gas phase in a non-equilibrium geometry from OMol25. Energies are from the ωB97M-V functional and the def2-TZVPD basis.

The SMILES is N#C[C@H](O)C=O. The value obtained for the lowest unoccupied orbital energy is -0.5 eV. Its gap between HOMO and LUMO is 10.82 eV. The total energy is -321.2780 Eh.

XYZ file:
```
9
Properties=species:S:1:pos:R:3:lowdin_charge:R:1
N 1.119 1.035 -2.095 0.165
C 0.665 0.446 -1.216 -0.156
C 0.113 -0.470 -0.169 -0.393
O -1.193 -0.875 -0.375 -0.061
C 0.256 0.159 1.242 -0.161
O -0.632 0.127 2.095 0.062
H 0.822 -1.383 -0.282 0.183
H -1.662 -0.856 0.643 0.205
H 1.405 0.171 1.402 0.156
```

---

Entry 4:
Here is 2 unconnected molecules or ions with the total composition C6H10O in a non-equilibrium geometry from OMol25. Energies are from the ωB97M-V functional and the def2-TZVPD basis.

The value obtained for the lowest unoccupied orbital energy is 0.6 eV. Its gap between HOMO and LUMO is 9.32 eV. The total energy is -309.7518 Eh.

XYZ file:
```
17
Properties=species:S:1:pos:R:3:lowdin_charge:R:1
O 2.182 -1.121 0.731 -0.050
C 1.201 -0.427 0.040 -0.383
C -0.101 -1.297 -0.017 -0.113
C -1.433 -0.569 0.280 -0.200
C -1.440 0.790 -0.415 -0.206
C -0.216 1.572 -0.010 -0.098
C 0.942 0.993 0.311 -0.117
H 2.915 -0.685 0.276 0.069
H 2.186 -0.011 -1.005 0.206
H -0.005 -2.177 0.644 0.121
H -0.121 -1.681 -1.033 0.110
H -1.581 -0.416 1.359 0.117
H -2.282 -1.183 -0.057 0.110
H -1.457 0.640 -1.506 0.119
H -2.344 1.358 -0.168 0.108
H -0.277 2.654 0.005 0.099
H 1.833 1.559 0.563 0.109
```

---

Question: What is the formula in the third record?
Answer: C3H3NO2

---

Question: Number 3 is which compound?
Answer: C3H3NO2